ORCA calculation (ωB97M-V with the def2-TZVPD basis set) on 2 unconnected molecules or ions with the total composition C9H17N3O at a distorted geometry.

Kohn-Sham gap: 9.50 eV
LUMO: 0.68 eV
SMILES string: CCN(C)C(C)=O.Cc1c[nH]cn1
total energy: -16121.804 eV

Each line ends with the natural charge from an NBO analysis.
Atoms and positions in Å:
O (1.9627, -3.2226, -1.4105)  -0.60
N (0.1963, 2.9043, 0.4679)  -0.48
N (-0.0262, -2.2408, -1.6977)  -0.47
N (1.8420, 1.8862, 1.3732)  -0.54
C (-0.0459, 2.7924, 1.8848)  0.10
C (-1.3987, 2.8397, 2.4207)  -0.65
C (-1.0126, -3.2547, -2.3298)  -0.39
C (-0.6428, -0.9410, -1.7325)  -0.21
C (1.0839, 2.2618, 2.5198)  -0.13
C (1.3679, 2.3323, 0.2243)  0.17
C (1.5621, -1.2145, -0.2589)  -0.77
C (-1.5869, -0.4620, -0.3473)  -0.67
C (1.2135, -2.3186, -1.1302)  0.66
H (-1.2032, -3.7980, -1.5025)  0.20
H (-1.5418, -0.8701, -2.5194)  0.22
H (-1.3324, -1.3699, 0.1874)  0.20
H (2.7509, -1.3162, -0.4804)  0.25
H (1.8395, 2.1108, -0.8169)  0.22
H (-1.9369, -2.7596, -2.6755)  0.21
H (-2.1330, 2.4149, 1.6540)  0.23
H (2.5704, 1.1748, 1.6393)  0.42
H (-1.4914, 0.5350, 0.3527)  0.22
H (1.4737, -1.4178, 0.7559)  0.25
H (-1.8428, 3.9645, 2.5542)  0.22
H (-1.6385, 2.2432, 3.2754)  0.23
H (1.4616, 2.1739, 3.4683)  0.22
H (1.3963, -0.0953, -0.2752)  0.25
H (-2.5646, -0.2512, -0.6219)  0.20
H (-0.5942, -3.8384, -3.1849)  0.22
H (0.2714, -0.2631, -1.7943)  0.21

Forces on atoms 1 to 3 (eV/Å):
O 0.70 -0.80 0.59
N -0.48 -0.30 1.22
N -3.62 0.67 -1.27